Entry from the OMol25 dataset: a structure of composition C7H10 at a distorted geometry (ωB97M-V/def2-TZVPD).

Properties
**LUMO level**: 1.1 eV
**Strongest force on any atom**: 3.0 eV/Å
**ΔE to the lowest compared entry with this formula, charge and spin**: 4.148 eV
**Energy**: -272.56557 Eh
**Frontier orbital gap**: 8.0 eV
**HOMO**: -6.956 eV

Structure (XYZ):
```
17
Properties=species:S:1:pos:R:3:forces:R:3:nbo_charge:R:1
C 0.7447 0.9688 1.2979 0.1 0.3 0.0 -0.410
C 1.1570 -0.4524 1.5398 -0.1 -0.2 0.0 -0.403
C 0.2586 -0.1209 0.3754 -0.2 0.5 -0.2 -0.087
C -1.2329 -0.3392 0.3044 -0.5 2.3 -0.4 -0.356
C -1.5837 -0.2685 -1.1242 0.2 -1.4 -1.0 -0.285
C -0.5050 0.0322 -1.8884 0.0 -0.9 -0.4 -0.337
C 0.7535 -0.2027 -1.0770 0.1 0.0 0.0 -0.408
H 1.4696 1.6658 0.8905 0.0 -0.1 0.1 0.212
H 0.0191 1.4117 1.9800 0.1 -0.1 -0.2 0.210
H 0.7467 -0.9756 2.3993 0.0 0.1 -0.1 0.215
H 2.1886 -0.7229 1.3108 -0.3 0.0 -0.1 0.218
H -1.8315 -0.4998 1.1933 -0.3 -0.5 -0.5 0.242
H -1.7616 0.7556 -0.2741 0.8 -0.5 2.8 0.327
H -2.5904 -0.4682 -1.4600 -0.1 0.2 -0.2 0.243
H -0.5343 0.0388 -2.9651 0.0 0.1 -0.1 0.212
H 1.1116 -1.2237 -1.3035 0.1 0.2 0.2 0.198
H 1.5968 0.4750 -1.2606 -0.2 0.0 0.0 0.207
```
Positions in Å, forces in eV/Å.

---

Entry from the OMol25 dataset: a cluster of 2 separate species, C7H10 in total (ωB97M-V/def2-TZVPD).

Properties
**LUMO level**: 1.1 eV
**Strongest force on any atom**: 0.8 eV/Å
**ΔE to the lowest compared entry with this formula, charge and spin**: 4.580 eV
**SMILES**: CC1C=C1.C=C=C
**Energy**: -272.54967 Eh
**Frontier orbital gap**: 10.4 eV
**HOMO**: -9.289 eV

Structure (XYZ):
```
17
Properties=species:S:1:pos:R:3:forces:R:3:nbo_charge:R:1
C -1.3842 0.2148 1.2800 0.0 0.0 0.1 -0.624
C -1.7177 -0.6219 0.0667 -0.3 0.0 0.5 -0.235
C -1.5095 -0.1261 -1.3221 0.1 -0.3 -0.1 -0.206
C -0.6942 -1.0457 -0.9251 -0.5 0.4 -0.4 -0.166
H -2.2325 0.8337 1.5818 0.0 0.0 0.0 0.205
H -1.1245 -0.4220 2.1259 0.0 0.0 0.1 0.202
H -0.5439 0.8802 1.0838 0.1 0.0 0.0 0.212
H -2.5517 -1.3054 0.2316 -0.1 0.0 0.1 0.170
H -1.9165 0.4436 -2.1273 0.0 0.3 -0.2 0.220
H 0.0410 -1.7518 -1.1964 0.6 -0.4 -0.1 0.221
C 2.2206 -0.6585 0.5411 0.5 -0.2 0.3 -0.509
C 2.0486 0.4605 -0.0910 -0.3 0.0 -0.1 0.114
C 1.6884 1.5010 -0.7748 -0.3 0.1 -0.2 -0.510
H 2.8393 -1.4419 0.1214 0.0 0.0 0.0 0.222
H 1.8446 -0.8047 1.5467 -0.1 0.0 0.0 0.226
H 0.7659 1.4090 -1.3525 0.2 0.2 0.1 0.233
H 2.2263 2.4352 -0.7900 0.1 0.0 0.0 0.225
```
Positions in Å, forces in eV/Å.

---

Entry from the OMol25 dataset: an isolated molecule of C7H10 at a distorted geometry (ωB97M-V/def2-TZVPD).

Properties
**LUMO level**: 1.1 eV
**Strongest force on any atom**: 1.8 eV/Å
**ΔE to the lowest compared entry with this formula, charge and spin**: 3.984 eV
**SMILES**: C[C@@]12CC=C[C@@H]1C2
**Energy**: -272.57158 Eh
**Frontier orbital gap**: 9.1 eV
**HOMO**: -8.027 eV

Structure (XYZ):
```
17
Properties=species:S:1:pos:R:3:forces:R:3:nbo_charge:R:1
C -0.8208 0.4827 1.6792 0.1 0.0 0.1 -0.593
C -0.1232 0.2402 0.3453 0.2 -0.1 0.2 -0.114
C 1.3162 -0.2416 0.3737 0.1 -0.1 -0.1 -0.451
C 1.3670 -0.9939 -0.9330 0.0 0.0 -0.2 -0.125
C 0.2042 -0.9378 -1.6016 0.0 -0.5 0.3 -0.242
C -0.8670 -0.5545 -0.6345 -0.3 0.6 -0.1 -0.177
C -0.6170 1.2523 -0.6479 -0.8 -0.1 0.2 -0.473
H -0.4605 1.4093 2.1359 0.0 -0.1 0.0 0.210
H -1.9059 0.5817 1.5447 0.3 0.0 -0.1 0.220
H -0.6385 -0.3409 2.3765 0.0 0.1 -0.1 0.211
H 2.0317 0.5904 0.3617 -0.1 -0.2 0.1 0.224
H 1.5056 -0.8470 1.2695 0.1 -0.1 -0.2 0.210
H 2.2367 -1.5519 -1.2573 0.2 0.4 -0.3 0.209
H 0.0571 -1.1859 -2.6526 -0.1 -0.4 0.4 0.219
H -1.6068 -1.3440 -0.4262 -0.3 1.0 0.1 0.230
H -0.8679 2.2438 -0.2352 -1.3 -0.8 0.2 0.208
H -0.8109 1.1971 -1.6979 1.7 0.3 -0.7 0.234
```
Positions in Å, forces in eV/Å.

---

Entry from the OMol25 dataset: an isolated molecule of C7H10 at a distorted geometry (ωB97M-V/def2-TZVPD).

Properties
**LUMO level (alpha / beta)**: 0.1 / 0.1 eV
**Strongest force on any atom**: 9.8 eV/Å
**ΔE to the lowest compared entry with this formula, charge and spin**: 6.706 eV
**SMILES**: CC=C=C=C(C)C
**Energy**: -272.47156 Eh
**Frontier orbital gap (alpha / beta)**: 8.0 / 7.8 eV
**HOMO (alpha / beta)**: -7.864 / -7.725 eV

Structure (XYZ):
```
17
Properties=species:S:1:pos:R:3:forces:R:3:nbo_charge:R:1
C 3.5808 0.4893 -0.3094 1.6 -2.6 0.9 -0.654
C 2.7715 -0.7472 0.0614 -8.4 2.9 -0.1 -0.210
C 1.1311 -0.4087 0.0924 -0.3 0.2 -0.8 -0.010
C -0.2645 0.0116 -0.0535 9.5 -2.4 0.8 -0.089
C -1.5536 0.0261 0.0209 -2.1 0.1 -0.1 -0.017
C -2.3245 -1.3264 0.2282 1.1 2.0 2.6 -0.645
C -2.4187 1.3089 -0.1641 -0.8 -0.3 1.3 -0.643
H 2.9498 1.0629 -0.9281 -0.1 0.8 -1.0 0.234
H 4.5889 0.1603 -0.7411 -1.5 0.7 0.2 0.218
H 3.8092 1.0334 0.5959 0.2 0.4 0.3 0.218
H 2.9666 -1.6556 0.6158 0.3 0.1 -0.3 0.224
H -1.7969 -2.0151 0.8993 0.4 0.3 -0.3 0.225
H -2.2333 -1.7269 -0.7489 -1.5 -0.8 -0.9 0.241
H -3.2223 -1.0785 0.8583 0.0 -0.6 -1.7 0.225
H -3.5203 1.0368 -0.3604 1.7 0.3 0.2 0.218
H -2.0797 2.0234 -0.9527 0.0 -0.7 0.8 0.234
H -2.3840 1.8058 0.8861 -0.2 -0.5 -1.9 0.229
```
Positions in Å, forces in eV/Å.

---

Entry from the OMol25 dataset: a structure of composition C7H10 (ωB97M-V/def2-TZVPD).

Properties
**LUMO level**: 1.2 eV
**Strongest force on any atom**: 0.6 eV/Å
**ΔE to the lowest compared entry with this formula, charge and spin**: 1.840 eV
**Energy**: -272.65037 Eh
**Frontier orbital gap**: 11.2 eV
**HOMO**: -10.013 eV

Structure (XYZ):
```
17
Properties=species:S:1:pos:R:3:forces:R:3:nbo_charge:R:1
C 1.4946 -0.7267 -0.2323 0.1 0.0 0.0 -0.406
C 0.9829 0.6792 0.1618 0.1 0.2 0.0 -0.214
C 0.0113 0.9696 -0.9849 0.0 0.1 -0.1 -0.401
C -0.9234 -0.2235 -0.6729 -0.2 0.0 -0.2 -0.218
C -1.5031 0.2255 0.6723 -0.1 0.1 0.1 -0.401
C -0.0676 0.0222 1.1612 0.0 0.0 0.2 -0.215
C 0.0757 -1.1457 0.1340 0.0 -0.3 0.0 -0.206
H 1.8081 -0.8576 -1.2775 0.0 0.0 0.2 0.194
H 2.2587 -1.1459 0.4300 -0.2 0.1 0.1 0.209
H 1.6901 1.4570 0.4618 -0.3 -0.1 0.0 0.212
H 0.4820 0.9452 -1.9717 0.0 0.0 0.1 0.206
H -0.5045 1.9279 -0.8581 0.0 -0.1 -0.1 0.205
H -1.5505 -0.6118 -1.4765 0.1 0.0 0.1 0.210
H -2.0010 1.1995 0.7364 0.1 -0.1 0.0 0.195
H -2.1291 -0.5448 1.1382 0.0 0.1 -0.1 0.205
H 0.1006 0.0054 2.2355 0.5 -0.3 -0.1 0.212
H -0.2249 -2.1753 0.3425 0.0 0.2 -0.1 0.213
```
Positions in Å, forces in eV/Å.

---

Entry from the OMol25 dataset: an isolated molecule of C7H10 at a distorted geometry (ωB97M-V/def2-TZVPD).

Properties
**LUMO level**: 1.2 eV
**Strongest force on any atom**: 2.4 eV/Å
**ΔE to the lowest compared entry with this formula, charge and spin**: 3.920 eV
**SMILES**: C1C[C@H]2[C@@H]1[C@H]1C[C@@H]21
**Energy**: -272.57395 Eh
**Frontier orbital gap**: 9.9 eV
**HOMO**: -8.747 eV

Structure (XYZ):
```
17
Properties=species:S:1:pos:R:3:forces:R:3:nbo_charge:R:1
C 1.1783 0.3766 1.0046 -0.1 0.0 0.4 -0.404
C 0.6173 1.5169 0.1347 -0.1 0.0 0.1 -0.432
C 0.3773 0.4912 -1.0021 0.2 -0.1 0.0 -0.152
C 0.8472 -0.7379 0.0160 0.2 -0.5 0.4 -0.252
C -0.5181 -1.3620 -0.2641 -0.1 -0.3 0.3 -0.230
C -1.6194 -0.5723 0.3060 -0.2 0.1 0.2 -0.419
C -1.0217 -0.1784 -1.0357 0.0 0.0 -0.1 -0.250
H 2.2775 0.4253 0.9855 -0.3 0.0 0.2 0.211
H 0.8698 0.1681 2.0282 -0.2 0.6 0.3 0.199
H -0.2855 1.9859 0.5369 0.0 -0.1 -0.3 0.209
H 1.3284 2.3169 -0.1114 -0.1 -0.3 0.1 0.208
H 0.7238 0.7736 -2.0055 0.2 -0.4 0.3 0.219
H 1.4735 -1.5809 0.4228 0.7 0.5 -2.2 0.227
H -0.5565 -2.4007 -0.5825 -0.2 0.1 0.3 0.217
H -2.5942 -1.0469 0.2583 -0.1 0.3 -0.1 0.223
H -1.4187 -0.0106 1.2139 -0.2 0.0 -0.1 0.208
H -1.6790 -0.1647 -1.9057 0.3 -0.1 0.2 0.219
```
Positions in Å, forces in eV/Å.

---

Entry from the OMol25 dataset: the ion C7H10 with charge +1 at a distorted geometry (ωB97M-V/def2-TZVPD).

Properties
**LUMO level (alpha / beta)**: -5.4 / -7.7 eV
**Strongest force on any atom**: 2.5 eV/Å
**ΔE to the lowest compared entry with this formula, charge and spin**: 1.724 eV
**Energy**: -272.30425 Eh
**Frontier orbital gap (alpha / beta)**: 7.4 / 5.1 eV
**HOMO (alpha / beta)**: -12.764 / -12.754 eV
**Net charge**: +1
**2S+1**: 2

Structure (XYZ):
```
17
Properties=species:S:1:pos:R:3:forces:R:3:mulliken_spin:R:1
C -0.1903 -2.3799 -0.3503 -0.9 -0.3 0.1 0.016
C 0.3713 -3.5888 -0.1895 0.3 1.6 -0.7 -0.002
C 0.5096 -1.0496 -0.5334 -0.1 -0.5 1.5 -0.003
C -0.2533 0.0739 0.0989 -0.1 -1.7 -0.3 0.251
C 0.2094 1.3043 0.4197 0.4 2.5 0.3 0.081
C -0.6881 2.3978 0.5874 -0.2 -1.3 -0.1 0.096
C -0.2330 3.6911 0.4488 0.2 -0.2 0.0 0.433
H -1.2829 -2.3318 -0.2796 0.1 -0.1 -1.2 0.000
H -0.1207 -4.4285 -0.6713 -0.2 -0.4 1.3 0.001
H 1.3824 -3.6157 0.2010 0.3 -0.5 -0.7 0.000
H 0.6154 -0.7877 -1.5988 -0.1 -0.2 0.0 0.041
H 1.5141 -1.2244 -0.1386 0.3 0.8 -0.1 0.016
H -1.3074 -0.1717 0.2635 0.1 0.4 0.0 0.010
H 1.2520 1.6192 0.2955 -0.2 -0.6 0.1 -0.005
H -1.7457 2.1751 0.6913 -0.1 0.1 -0.4 0.012
H 0.7428 3.8732 0.8750 0.3 0.4 -0.5 0.027
H -0.7752 4.4436 -0.1197 -0.1 0.1 0.6 0.027
```
Positions in Å, forces in eV/Å.

---

Entry from the OMol25 dataset: a structure of composition C7H10B2F8N3O4V at a distorted geometry (ωB97M-V/def2-TZVPD).

Properties
**LUMO level (alpha / beta)**: 2.0 / 2.0 eV
**Strongest force on any atom**: 4.1 eV/Å
**Energy**: -2531.24134 Eh
**Frontier orbital gap (alpha / beta)**: 8.1 / 8.2 eV
**HOMO (alpha / beta)**: -6.173 / -6.213 eV
**Net charge**: -1
**2S+1**: 2

Structure (XYZ):
```
35
Properties=species:S:1:pos:R:3:forces:R:3:mulliken_spin:R:1
O -11.1550 23.9501 15.1453 1.8 -1.3 0.1 -0.267
V -9.8482 23.1570 15.5301 -1.3 3.8 -1.1 1.208
B -8.6091 24.1936 12.7056 0.3 0.6 -0.8 0.001
F -9.7677 24.9415 12.7721 0.2 -0.3 0.0 0.000
F -8.6106 23.2304 13.8284 -0.4 -0.3 0.9 0.002
F -8.5464 23.4011 11.5500 -0.1 0.0 0.2 0.000
F -7.4643 24.9767 12.8341 -0.2 -0.3 0.1 0.000
B -11.4203 22.4845 17.8289 -0.2 0.7 1.1 0.002
F -12.7415 22.8680 17.8061 0.0 -0.3 -0.1 0.000
F -11.0793 21.7842 18.9775 -0.1 -0.3 -0.2 0.000
F -11.0918 21.7077 16.6618 0.1 -0.2 0.1 0.018
F -10.5813 23.6417 17.7457 0.2 -0.6 -0.4 0.009
O -7.1235 26.3501 15.6688 -0.5 -0.6 0.3 -0.001
C -8.3478 26.0030 16.2246 -0.2 0.4 0.1 0.002
O -8.6355 24.7501 16.0725 -0.2 -1.7 -0.4 0.005
O -8.9877 26.8490 16.7980 0.0 0.0 0.0 0.006
H -6.8418 25.5247 15.2523 0.1 0.2 -0.3 0.001
C -13.0122 23.5852 11.9609 0.3 0.2 0.8 0.000
C -12.9315 24.9503 11.4665 0.2 -0.5 0.1 0.000
N -12.8873 26.0231 11.0767 -0.1 0.6 -0.3 0.000
H -12.6953 22.8681 11.2112 -0.3 -0.1 -0.2 0.000
H -14.0155 23.4402 12.3589 -0.1 -0.4 -0.4 0.000
H -12.3488 23.4538 12.8198 0.1 0.3 -0.1 0.000
C -10.6794 19.5406 12.2380 -0.5 0.8 -0.2 0.000
C -10.5857 20.5432 13.2962 0.1 -0.8 -0.6 0.005
N -10.4960 21.3783 14.0600 0.3 0.7 1.0 0.002
H -10.1002 18.6468 12.4280 0.2 0.0 0.1 0.000
H -10.3525 20.0668 11.3377 0.1 -0.4 -0.1 0.000
H -11.7311 19.2820 12.1136 0.1 -0.1 0.0 0.000
C -5.9829 21.3172 17.5421 0.6 -0.4 0.5 0.000
C -7.2661 21.5730 16.9461 0.4 0.1 0.2 0.002
N -8.2708 21.8243 16.4807 -0.6 0.1 -0.4 0.002
H -5.2232 21.9797 17.1351 -0.1 0.1 -0.1 0.000
H -5.6786 20.2844 17.3749 -0.1 0.0 -0.1 0.000
H -6.0270 21.4660 18.6202 -0.1 0.1 0.0 0.000
```
Positions in Å, forces in eV/Å.